Below is a molecular structure, C38H47BrClHoIN8O4PS3 in a non-equilibrium geometry, with properties calculated with ωB97M-V/def2-TZVPD.

```
105
C38H47BrClHoIN8O4PS3 ωB97M-V/def2-TZVPD
Ho 0.383 0.930 0.196
C 5.210 1.331 -3.640
C 4.743 1.196 -2.219
C 5.604 1.050 -1.140
C 5.090 0.967 0.144
C 3.721 1.019 0.279
Br 2.889 0.954 2.003
N 2.872 1.124 -0.721
C 3.380 1.227 -1.943
H 6.285 1.185 -3.722
H 4.967 2.325 -4.020
H 4.706 0.604 -4.278
H 6.676 1.003 -1.286
H 5.724 0.861 1.013
H 2.660 1.321 -2.744
C -7.023 0.657 2.393
C -5.575 1.018 2.574
C -4.729 0.178 3.298
C -3.374 0.439 3.389
C -2.854 1.552 2.745
C -3.684 2.426 2.066
C -5.043 2.164 1.995
S -1.086 1.705 2.543
O -0.739 0.372 1.956
O -0.445 1.964 3.805
N -0.810 2.718 1.390
C -0.204 4.003 1.715
C 0.965 4.235 0.753
O 1.304 5.370 0.453
O 1.489 3.154 0.274
H -7.119 -0.114 1.626
H -7.610 1.521 2.084
H -7.444 0.257 3.316
H -5.137 -0.706 3.776
H -2.712 -0.218 3.940
H -3.250 3.291 1.582
H -5.693 2.840 1.452
H 0.168 4.028 2.743
H -0.913 4.826 1.593
C 5.410 -2.918 0.274
S 3.812 -2.321 -0.338
C 3.591 -3.496 -1.700
H 5.330 -3.968 0.553
H 5.662 -2.324 1.150
H 6.173 -2.789 -0.494
H 4.379 -3.354 -2.438
H 2.623 -3.282 -2.149
H 3.609 -4.514 -1.314
S -2.594 0.761 -0.781
C -3.015 2.206 -1.526
N -3.882 2.168 -2.580
C -4.303 3.260 -3.263
C -3.868 4.497 -2.917
C -2.977 4.610 -1.825
C -2.574 3.499 -1.143
H -4.193 1.244 -2.850
H -4.982 3.084 -4.084
H -4.200 5.366 -3.463
H -2.612 5.586 -1.531
H -1.916 3.550 -0.291
C -0.593 -4.514 3.377
N 0.556 -4.798 2.524
C 1.746 -4.905 3.359
N 1.987 -3.729 4.187
C 0.803 -3.497 5.007
N -0.417 -3.340 4.224
C -0.379 -2.117 3.432
P 0.994 -2.042 2.151
C 0.722 -3.781 1.490
C 2.326 -2.563 3.377
H -0.767 -5.383 4.019
H -1.474 -4.366 2.749
H 2.615 -5.071 2.718
H 1.624 -5.768 4.019
H 0.953 -2.604 5.618
H 0.678 -4.355 5.673
H -0.249 -1.257 4.095
H -1.334 -1.988 2.917
H 1.585 -4.043 0.872
H -0.160 -3.786 0.842
H 2.530 -1.718 4.041
H 3.244 -2.780 2.822
I -1.013 3.589 -6.004
C -0.228 3.181 -4.130
C 0.601 3.989 -3.377
N 0.851 3.318 -2.248
N 0.230 2.129 -2.213
C -0.448 2.041 -3.352
H 1.026 4.957 -3.577
H 1.389 3.577 -1.404
H -1.014 1.157 -3.598
Cl 1.505 -0.698 -4.310
C -0.024 -1.312 -3.725
C -0.946 -1.688 -4.692
C -2.151 -2.253 -4.314
C -2.412 -2.428 -2.960
C -1.488 -2.039 -2.013
C -0.245 -1.461 -2.344
C 0.716 -1.115 -1.286
H -0.700 -1.563 -5.738
H -2.854 -2.590 -5.064
H -3.345 -2.877 -2.641
H -1.722 -2.153 -0.959
H 1.727 -1.076 -1.691
H 0.688 -1.919 -0.546
```

- Frontier orbital gap (alpha / beta): 6.8 / 6.8 eV
- Electronic energy: -8031.216794 hartree
- 2S+1: 5
- Highest occupied orbital energy (alpha / beta): -6.9 / -6.9 eV
- LUMO level (alpha / beta): -0.0039 / -0.0038 hartree